Record 1
This record from the Open Molecules 2025 dataset describes an isolated molecule of C22H21N5O4S2 in a non-equilibrium geometry. The level of theory is ωB97M-V with the def2-TZVPD basis set.

Calculated values
* HOMO-LUMO gap: 8.9 eV
* HOMO level: -8.43 eV
* energy relative to the best compared isomer or geometry (same formula, charge and spin): 5.52 kcal/mol
* structure (SMILES): CCOC(=O)CNC(=O)CSc1nnc(Cn2c(=O)sc3ccccc32)n1-c1ccccc1

Positions of all 54 atoms, in Å:
C 1.13 -2.57 -3.26
C -0.30 -2.86 -2.84
O -1.24 -2.01 -3.51
C -1.36 -0.77 -3.07
O -0.73 -0.28 -2.17
C -2.41 -0.01 -3.88
N -2.55 1.34 -3.38
C -1.64 2.27 -3.76
O -0.91 2.16 -4.72
C -1.63 3.50 -2.86
S -0.46 3.18 -1.49
C -1.42 2.10 -0.53
N -2.70 1.86 -0.65
N -3.03 0.98 0.31
C -1.97 0.70 1.00
C -1.91 -0.25 2.15
N -0.74 -1.10 2.06
C -0.64 -1.93 0.97
O -1.48 -2.12 0.14
S 0.97 -2.71 0.98
C 1.39 -1.90 2.47
C 2.57 -2.02 3.19
C 2.69 -1.31 4.37
C 1.65 -0.51 4.83
C 0.47 -0.39 4.11
C 0.34 -1.09 2.91
N -0.90 1.40 0.52
C 0.46 1.35 0.91
C 1.36 0.65 0.11
C 2.69 0.57 0.51
C 3.10 1.18 1.68
C 2.20 1.88 2.46
C 0.87 1.97 2.08
H 1.40 -1.55 -3.00
H 1.24 -2.69 -4.34
H 1.81 -3.25 -2.75
H -0.42 -2.73 -1.76
H -0.59 -3.88 -3.13
H -3.37 -0.53 -3.82
H -2.08 0.03 -4.92
H -2.97 1.44 -2.46
H -2.60 3.72 -2.43
H -1.22 4.35 -3.39
H -1.88 0.29 3.10
H -2.82 -0.86 2.11
H 3.36 -2.65 2.83
H 3.60 -1.39 4.95
H 1.75 0.02 5.76
H -0.32 0.23 4.48
H 1.01 0.19 -0.80
H 3.39 0.02 -0.10
H 4.13 1.11 1.99
H 2.52 2.37 3.37
H 0.16 2.52 2.67



Record 2
This record from the Open Molecules 2025 dataset describes a structure of composition C22H21N7O3PPbS2Te. The level of theory is ωB97M-V with the def2-TZVPD basis set.

Calculated values
* HOMO-LUMO gap: 5.9 eV
* HOMO level: -4.31 eV
* energy relative to the best compared isomer or geometry (same formula, charge and spin): 6.57 kcal/mol
* net charge: -1

Positions of all 58 atoms, in Å:
Pb -0.54 -0.28 -0.52
N -1.94 3.45 2.33
C -1.48 2.54 1.44
N -1.22 1.31 1.71
C -1.45 0.82 2.98
N -1.33 -0.42 3.31
N -1.08 -1.26 2.23
C -0.42 -2.30 2.55
C -0.09 -3.35 1.58
C 0.42 -4.55 2.06
C 0.74 -5.55 1.15
C 0.56 -5.30 -0.20
C 0.06 -4.07 -0.59
N -0.27 -3.12 0.28
C -1.86 1.78 4.03
C -2.02 1.41 5.37
C -2.43 2.34 6.30
C -2.68 3.66 5.92
C -2.53 4.04 4.61
C -2.11 3.10 3.66
H -2.12 4.39 2.01
H -1.32 2.89 0.42
H -0.09 -2.45 3.58
H 0.57 -4.70 3.12
H 1.14 -6.50 1.49
H 0.80 -6.04 -0.95
H -0.06 -3.81 -1.63
H -1.83 0.38 5.64
H -2.56 2.04 7.34
H -3.01 4.38 6.65
H -2.72 5.06 4.30
S -2.59 -0.08 -2.50
C -2.21 1.60 -2.45
S -0.65 2.14 -1.89
C -3.15 2.56 -2.82
C -2.90 3.95 -2.67
N -2.72 5.08 -2.51
C -4.44 2.21 -3.30
N -5.49 1.96 -3.71
C 2.33 -2.85 -4.54
C 3.59 -2.43 -3.82
O 3.41 -2.03 -2.46
P 2.32 -0.92 -2.06
O 0.91 -1.38 -2.26
Te 2.74 -0.24 0.18
O 2.57 0.24 -3.14
C 3.69 1.13 -3.05
C 3.20 2.51 -2.69
H 2.59 -3.17 -5.55
H 1.61 -2.03 -4.62
H 1.84 -3.67 -4.03
H 4.10 -1.62 -4.36
H 4.28 -3.28 -3.77
H 4.16 1.12 -4.04
H 4.42 0.75 -2.33
H 2.41 2.82 -3.37
H 4.03 3.22 -2.74
H 2.80 2.51 -1.67



Record 3
This record from the Open Molecules 2025 dataset describes a structure of composition C22H21O3PSe2Sr. The level of theory is ωB97M-V with the def2-TZVPD basis set.

Calculated values
* HOMO-LUMO gap: 8.0 eV
* HOMO level: -7.85 eV
* energy relative to the best compared isomer or geometry (same formula, charge and spin): 4.09 kcal/mol

Positions of all 50 atoms, in Å:
Sr -1.05 0.17 -1.39
C -2.08 -3.17 2.45
C -2.83 -2.38 1.42
C -3.72 -1.38 1.80
C -4.34 -0.58 0.85
C -4.09 -0.77 -0.50
C -3.23 -1.80 -0.90
C -2.61 -2.59 0.06
H -2.60 -3.17 3.41
H -1.09 -2.73 2.59
H -1.94 -4.21 2.13
H -3.91 -1.21 2.85
H -5.03 0.20 1.16
H -4.58 -0.18 -1.26
H -3.09 -2.00 -1.95
H -1.94 -3.38 -0.25
Se 1.08 -1.84 -0.19
P 1.17 0.02 0.98
Se -0.73 0.62 1.75
C 1.68 1.35 -0.22
C 2.28 1.05 -1.43
C 2.64 2.06 -2.31
C 2.43 3.39 -1.97
C 1.84 3.70 -0.76
C 1.47 2.69 0.11
C 2.49 -0.02 2.22
C 3.68 -0.69 1.93
C 4.71 -0.68 2.86
C 4.56 -0.01 4.07
C 3.37 0.64 4.35
C 2.33 0.64 3.43
H 2.46 0.01 -1.69
H 3.10 1.81 -3.25
H 2.71 4.17 -2.66
H 1.67 4.73 -0.48
H 0.99 2.94 1.05
H 3.78 -1.23 1.00
H 5.63 -1.20 2.64
H 5.36 -0.01 4.79
H 3.24 1.16 5.30
H 1.39 1.14 3.65
C -1.07 -0.58 -5.77
O -2.21 -0.14 -5.05
C -2.01 0.04 -3.72
O -3.01 0.39 -3.08
H -0.92 -1.66 -5.64
H -0.17 -0.05 -5.45
H -1.26 -0.38 -6.82
O -2.75 2.42 -1.08
C -3.84 2.69 -1.02



Record 4
This record from the Open Molecules 2025 dataset describes a structure of composition C22H22AuN6O3S2 in a non-equilibrium geometry. The level of theory is ωB97M-V with the def2-TZVPD basis set.

Calculated values
* HOMO-LUMO gap (spin up / spin down): 4.8 / 4.9 eV
* HOMO level (spin up / spin down): -10.37 / -10.36 eV
* energy relative to the best compared isomer or geometry (same formula, charge and spin): 33.82 kcal/mol
* net charge: +1

Positions of all 56 atoms, in Å:
Au -1.29 0.19 -0.54
N 0.62 3.39 -2.80
C 0.09 2.24 -2.40
S -1.54 2.30 -1.78
N 0.81 1.16 -2.58
N 0.46 0.04 -2.02
C 1.16 -1.04 -1.96
C 2.53 -1.15 -2.50
C 2.85 -0.65 -3.76
C 4.13 -0.78 -4.27
C 5.12 -1.39 -3.52
C 4.82 -1.88 -2.25
C 3.54 -1.77 -1.75
C 0.50 -2.19 -1.32
C 0.91 -3.50 -1.57
C 0.17 -4.55 -1.05
C -0.94 -4.29 -0.28
C -1.27 -2.97 -0.04
N -0.58 -1.95 -0.55
H 0.12 4.25 -2.65
H 1.56 3.42 -3.15
H 2.08 -0.17 -4.35
H 4.35 -0.39 -5.25
H 6.12 -1.49 -3.91
H 5.59 -2.36 -1.66
H 3.32 -2.13 -0.75
H 1.77 -3.68 -2.20
H 0.47 -5.57 -1.26
H -1.54 -5.08 0.14
H -2.12 -2.70 0.58
O 1.92 3.53 0.98
C 1.31 3.55 2.18
C 1.72 4.50 3.11
C 1.14 4.55 4.36
C 0.13 3.66 4.71
C -0.29 2.71 3.80
C 0.29 2.65 2.53
C -0.22 1.66 1.55
O -1.27 1.00 1.79
O 0.39 1.51 0.44
H 1.55 2.77 0.49
H 2.50 5.19 2.83
H 1.47 5.29 5.08
H -0.32 3.70 5.69
H -1.07 2.01 4.04
C -5.89 -1.92 2.27
N -5.30 -1.55 0.99
C -4.17 -0.86 0.84
N -3.52 -0.42 1.91
S -3.63 -0.58 -0.76
H -6.73 -2.58 2.08
H -6.25 -1.04 2.81
H -5.16 -2.45 2.89
H -5.76 -1.84 0.14
H -3.94 -0.51 2.83
H -2.69 0.16 1.82



Record 5
This record from the Open Molecules 2025 dataset describes a structure of composition C22H22BIN10OTi in a non-equilibrium geometry. The level of theory is ωB97M-V with the def2-TZVPD basis set.

Calculated values
* HOMO-LUMO gap (spin up / spin down): 7.6 / 6.9 eV
* <S²>: 3.81
* HOMO level (spin up / spin down): -10.70 / -11.74 eV
* 2S+1: 4
* net charge: +1

Positions of all 58 atoms, in Å:
Ti -1.16 -1.23 -0.63
C -0.79 0.41 3.23
C -1.60 -0.06 2.21
N -0.86 -0.35 1.13
N 0.43 -0.09 1.45
C 0.49 0.38 2.70
B 1.60 -0.51 0.52
N 1.36 0.07 -0.92
C 2.28 0.63 -1.72
C 1.78 0.65 -3.01
C 0.52 0.07 -2.91
N 0.28 -0.27 -1.64
N 1.49 -2.06 0.32
C 2.36 -3.08 0.42
C 1.80 -4.20 -0.16
C 0.55 -3.79 -0.61
N 0.37 -2.50 -0.33
N 2.88 0.04 1.07
C 4.01 -0.47 1.64
C 4.78 0.58 2.06
C 4.03 1.72 1.71
N 2.90 1.40 1.13
H -1.09 0.72 4.21
H -2.67 -0.22 2.22
H 1.43 0.64 3.16
H 3.22 1.00 -1.34
H 2.26 1.03 -3.89
H -0.21 -0.11 -3.68
H 3.31 -2.98 0.91
H 2.24 -5.18 -0.23
H -0.21 -4.36 -1.10
H 4.20 -1.52 1.72
H 5.73 0.53 2.55
H 4.28 2.76 1.87
N -3.90 -3.36 -2.57
C -3.54 -2.39 -1.72
O -2.36 -1.87 -1.88
C -4.37 -2.04 -0.65
I -2.56 -3.26 1.11
H -3.26 -3.66 -3.28
H -4.79 -3.82 -2.48
H -5.31 -2.55 -0.50
H -4.21 -1.13 -0.11
C -2.42 1.04 -1.44
C -1.78 2.08 -0.76
C -2.29 2.60 0.46
C -1.61 3.55 1.17
C -0.38 4.03 0.69
C 0.10 3.61 -0.55
C -0.59 2.67 -1.27
C 0.36 4.97 1.47
N 0.96 5.73 2.10
H -2.16 0.86 -2.48
H -3.42 0.75 -1.14
H -3.25 2.25 0.81
H -1.99 3.92 2.11
H 1.03 4.02 -0.93
H -0.21 2.36 -2.24



Record 6
This record from the Open Molecules 2025 dataset describes a structure of composition C22H22ClN4O3PdSSe. The level of theory is ωB97M-V with the def2-TZVPD basis set.

Calculated values
* HOMO-LUMO gap: 6.9 eV
* HOMO level: -10.50 eV
* energy relative to the best compared isomer or geometry (same formula, charge and spin): 0.00 kcal/mol
* net charge: +1

Positions of all 55 atoms, in Å:
Pd 0.13 0.83 0.63
Cl -0.40 -2.62 6.95
C -0.58 -1.90 5.38
C -1.87 -1.65 4.87
C -2.04 -1.09 3.64
C -0.94 -0.72 2.83
O -1.19 -0.23 1.65
C 0.36 -0.97 3.36
C 1.56 -0.71 2.65
O 1.73 -0.14 1.56
C 0.50 -1.57 4.64
H -2.73 -1.92 5.47
H -3.03 -0.90 3.25
H 2.48 -1.06 3.15
H 1.50 -1.76 5.02
C 0.14 -4.34 -2.09
N -0.33 -2.96 -2.06
C -1.66 -2.63 -2.57
C 0.39 -1.97 -1.51
C 1.75 -2.32 -0.97
O -0.05 -0.81 -1.46
H -0.61 -4.96 -2.58
H 0.29 -4.74 -1.09
H 1.07 -4.44 -2.65
H -2.04 -3.48 -3.13
H -1.61 -1.76 -3.22
H -2.34 -2.41 -1.75
H 2.41 -2.68 -1.76
H 1.68 -3.12 -0.22
H 2.18 -1.44 -0.50
Se 1.75 1.34 -2.23
N 1.44 1.84 -0.53
C 2.25 2.83 -0.22
C 2.31 3.49 1.05
C 3.19 4.50 1.19
C 4.07 4.91 0.12
C 4.05 4.31 -1.09
C 3.12 3.24 -1.30
N 2.99 2.58 -2.43
H 1.65 3.17 1.84
H 3.26 5.02 2.14
H 4.76 5.72 0.30
H 4.70 4.62 -1.90
S -1.49 2.46 0.23
C -2.36 1.63 -1.02
N -2.27 2.08 -2.28
C -2.91 1.55 -3.34
C -3.73 0.47 -3.16
C -3.87 -0.04 -1.86
C -3.20 0.52 -0.81
H -1.67 2.89 -2.41
H -2.75 2.02 -4.30
H -4.26 0.05 -4.00
H -4.52 -0.89 -1.69
H -3.27 0.14 0.20



Record 7
This record from the Open Molecules 2025 dataset describes a structure of composition C22H22F2MoNO3Si in a non-equilibrium geometry. The level of theory is ωB97M-V with the def2-TZVPD basis set.

Calculated values
* HOMO-LUMO gap (spin up / spin down): 7.5 / 6.9 eV
* <S²>: 2.01
* HOMO level (spin up / spin down): -11.73 / -11.73 eV
* 2S+1: 3
* energy relative to the best compared isomer or geometry (same formula, charge and spin): 5.55 kcal/mol
* net charge: +1

Positions of all 52 atoms, in Å:
Mo 10.17 13.20 11.15
N 9.33 15.14 10.55
C 10.28 15.97 9.67
C 11.23 15.11 8.80
C 12.36 14.19 9.44
O 13.40 13.84 9.04
O 11.92 13.60 10.64
H 8.42 15.02 10.10
H 9.10 15.65 11.42
H 10.84 16.63 10.32
H 9.67 16.62 9.02
H 11.62 15.82 8.11
H 10.56 14.37 8.31
F 7.96 14.26 12.98
C 9.07 13.56 12.89
F 10.08 14.51 13.18
H 9.04 12.92 13.76
O 9.71 11.61 10.39
Si 9.25 11.08 8.79
C 8.02 12.45 8.42
C 8.25 13.48 7.52
C 7.42 14.57 7.44
C 6.29 14.60 8.26
C 6.10 13.60 9.23
C 6.91 12.51 9.26
C 8.75 9.33 9.11
C 7.97 8.48 8.32
C 7.97 7.11 8.52
C 8.76 6.59 9.51
C 9.58 7.36 10.25
C 9.53 8.75 10.10
C 10.83 11.17 7.72
C 10.73 11.06 6.30
C 11.86 10.98 5.51
C 13.12 11.06 6.08
C 13.25 11.14 7.48
C 12.13 11.13 8.29
H 9.11 13.39 6.92
H 7.67 15.27 6.71
H 5.68 15.52 8.25
H 5.31 13.69 9.99
H 6.65 11.71 9.99
H 7.40 8.94 7.53
H 7.30 6.52 7.91
H 8.75 5.50 9.62
H 10.24 6.99 11.04
H 10.17 9.35 10.72
H 9.78 10.98 5.80
H 11.76 10.77 4.45
H 14.02 10.92 5.49
H 14.22 11.22 7.95
H 12.18 11.17 9.35



Record 8
This record from the Open Molecules 2025 dataset describes an isolated molecule of C22H22FN5O2S in a non-equilibrium geometry. The level of theory is ωB97M-V with the def2-TZVPD basis set.

Calculated values
* HOMO-LUMO gap: 8.9 eV
* HOMO level: -8.86 eV
* energy relative to the best compared isomer or geometry (same formula, charge and spin): 0.00 kcal/mol
* structure (SMILES): O=C(NC1CCCCC1)[C@@H](c1cccnc1)N(C(=O)c1csnn1)c1ccc(F)cc1

Positions of all 53 atoms, in Å:
O -0.05 1.49 -0.69
C 0.58 0.54 -0.25
N 1.86 0.28 -0.53
C 2.59 1.02 -1.54
C 2.56 0.27 -2.88
C 3.39 -1.01 -2.85
C 4.82 -0.71 -2.43
C 4.85 -0.03 -1.07
C 4.03 1.26 -1.09
C -0.07 -0.44 0.75
C -0.14 0.19 2.11
C -0.64 1.48 2.30
C -0.69 1.99 3.58
C -0.25 1.20 4.63
N 0.24 -0.01 4.46
C 0.29 -0.50 3.24
N -1.39 -0.78 0.21
C -1.38 -1.34 -1.02
O -0.34 -1.60 -1.60
C -2.70 -1.69 -1.59
C -2.94 -1.83 -2.94
S -4.57 -2.28 -3.14
N -4.81 -2.28 -1.49
N -3.79 -1.96 -0.84
C -2.56 -0.26 0.82
C -3.25 0.79 0.21
C -4.38 1.31 0.80
C -4.80 0.79 2.01
F -5.89 1.31 2.60
C -4.12 -0.24 2.64
C -3.00 -0.77 2.04
H 2.25 -0.60 -0.25
H 2.07 1.97 -1.65
H 2.94 0.93 -3.66
H 1.52 0.03 -3.12
H 3.38 -1.47 -3.83
H 2.94 -1.72 -2.15
H 5.40 -1.63 -2.40
H 5.28 -0.05 -3.17
H 5.89 0.21 -0.79
H 4.46 -0.71 -0.31
H 4.49 1.97 -1.78
H 4.03 1.72 -0.10
H 0.51 -1.37 0.79
H -0.97 2.06 1.45
H -1.07 2.99 3.76
H -0.27 1.56 5.65
H 0.70 -1.50 3.15
H -2.27 -1.68 -3.76
H -2.87 1.19 -0.72
H -4.92 2.12 0.35
H -4.48 -0.62 3.58
H -2.46 -1.58 2.50



Record 9
This record from the Open Molecules 2025 dataset describes a structure of composition C22H22MnN5O2S2 in a non-equilibrium geometry. The level of theory is ωB97M-V with the def2-TZVPD basis set.

Calculated values
* HOMO-LUMO gap (spin up / spin down): 6.1 / 6.0 eV
* <S²>: 6.50
* HOMO level (spin up / spin down): -6.45 / -6.65 eV
* 2S+1: 5
* energy relative to the best compared isomer or geometry (same formula, charge and spin): 28.62 kcal/mol

Positions of all 54 atoms, in Å:
Mn 0.34 0.57 -0.45
N -1.88 1.48 4.31
C -1.17 1.92 3.27
S -1.59 3.29 2.46
N 0.98 1.79 2.08
N 1.54 1.27 0.95
C 1.92 0.02 0.88
C 2.64 -0.47 -0.31
C 3.51 -1.56 -0.21
C 4.28 -1.96 -1.27
C 4.22 -1.25 -2.47
C 3.36 -0.18 -2.62
C 2.50 0.20 -1.58
O 1.54 1.07 -1.78
H -2.73 1.95 4.55
H -1.62 0.63 4.79
H 1.92 -0.61 1.77
H 3.57 -2.08 0.74
H 4.95 -2.80 -1.17
H 4.84 -1.55 -3.31
H 3.28 0.36 -3.55
C 0.54 -0.54 4.82
C 0.76 0.62 4.18
C 0.05 1.01 2.91
C -0.60 -0.21 2.23
C -0.88 -1.34 3.03
C -0.36 -1.52 4.28
N -0.90 -0.22 0.90
N -1.73 -1.16 0.50
C -1.57 -1.46 -0.82
C -2.36 -2.46 -1.41
C -2.13 -2.82 -2.73
C -1.12 -2.20 -3.46
C -0.34 -1.21 -2.87
C -0.55 -0.80 -1.56
H 1.08 -0.76 5.73
H 1.46 1.35 4.55
H 0.58 2.69 1.85
H -1.44 -2.13 2.55
H -0.53 -2.45 4.81
H -3.12 -2.95 -0.82
H -2.74 -3.59 -3.19
H -0.93 -2.51 -4.48
H 0.44 -0.74 -3.46
C -3.05 1.49 -2.17
S -2.02 2.85 -1.56
C -1.19 3.22 -3.13
O -0.96 2.23 -0.70
H -3.85 1.88 -2.80
H -3.45 0.98 -1.30
H -2.41 0.81 -2.72
H -1.94 3.43 -3.88
H -0.59 2.34 -3.38
H -0.55 4.08 -2.97